C32H73BFIN4O11PS7 | wB97M-V/def2-TZVPD

Total charge: +1
HOMO level (hartree): -0.374
Frontier orbital gap (eV): 7.6

The geometry in XYZ format:
```
131
Properties=species:S:1:pos:R:3:forces:R:3:mulliken_charge:R:1
C 5.79369 -0.48468 -0.37737 -0.3 0.0 -0.7 -1.3559
C 4.97119 -0.69983 -1.63686 -0.3 0.2 0.5 -0.0119
O 3.58194 -1.02316 -1.25131 0.1 0.8 -0.1 -0.3357
C 2.76854 -0.44747 -2.18811 0.1 -0.4 -0.4 0.0773
O 2.54216 -1.00772 -3.22140 -0.3 0.0 -0.3 -0.6205
C 2.19884 0.90145 -1.82095 0.1 -0.6 0.5 -0.0129
C 1.20404 0.71625 -0.62191 0.3 0.8 -0.7 -1.0860
C -0.12213 1.43243 -0.93350 0.8 0.4 -0.5 -0.8562
N -1.01298 0.62542 -1.80704 -1.3 0.6 0.8 1.5663
B -1.12797 1.21904 -3.21949 0.3 -0.7 -1.5 0.6067
C -0.48637 0.40927 -4.40696 0.2 -0.4 0.6 -0.9297
O -1.75367 2.41451 -3.44488 1.9 0.1 1.8 -0.8037
C -2.22030 0.26784 -1.24376 0.0 -0.7 -0.2 -1.9119
N -3.03016 1.05412 -0.40777 2.2 0.2 0.6 0.6342
C -3.13912 2.48398 -0.79607 -0.7 0.5 0.1 0.0818
C -3.90415 3.34448 0.20160 -0.3 0.6 -1.0 -0.6607
F -3.04619 3.93326 1.13153 0.0 -0.5 0.2 -0.3351
P -2.76054 0.78240 1.26982 -1.4 0.2 1.4 0.8392
O -3.99650 0.77569 2.06804 -0.1 -0.1 -0.2 -0.8453
N -2.67610 -0.93767 -1.46964 -0.8 0.0 -0.2 1.1387
C -1.95365 -1.96900 -2.22757 0.5 -0.5 0.3 -1.1885
C -0.66460 -2.44920 -1.51498 0.4 -0.3 -1.2 1.1059
C -0.59401 -3.99868 -1.38488 0.6 0.9 0.5 -1.2128
I 1.08525 -4.73956 -2.51302 -0.3 -0.2 0.0 0.0435
C -3.98929 -1.34591 -0.94775 0.9 0.4 -0.2 -0.1315
C -3.94358 -2.28045 0.06519 -0.5 -0.5 0.4 0.0453
C -5.17380 -2.72662 0.55915 0.4 0.7 -1.0 -0.7605
C -6.29197 -2.16389 -0.04312 -0.9 -0.4 0.5 -0.4082
C -6.21275 -1.19812 -1.04101 0.6 -0.3 0.3 -0.7604
N -5.03385 -0.77666 -1.50934 -0.3 -0.3 0.1 -0.4315
H 6.84650 -0.53551 -0.66432 0.0 -0.1 0.2 0.3315
H 5.57493 0.50936 0.01670 0.1 -0.1 0.2 0.3290
H 5.53806 -1.25272 0.35380 0.2 0.1 0.0 0.3799
H 5.33658 -1.50163 -2.27593 0.0 0.0 0.1 0.1285
H 4.92482 0.24037 -2.19978 0.2 -0.2 -0.1 0.3732
H 3.04205 1.54011 -1.54238 -0.2 0.0 0.1 0.5305
H 1.72094 1.35083 -2.69190 0.0 -0.2 0.0 0.2914
H 1.07294 -0.34593 -0.42165 -0.1 0.1 0.2 0.2015
H 1.67102 1.21660 0.22866 -0.3 -0.3 0.2 0.5494
H -0.59770 1.82625 -0.03316 -0.2 -0.3 -0.1 0.0462
H 0.17908 2.31544 -1.51374 -0.2 0.1 0.3 0.6755
H -1.25944 -0.14495 -4.95522 0.0 0.3 -0.1 0.1640
H 0.04221 1.05244 -5.11440 -0.2 0.0 -0.1 0.3655
H 0.21416 -0.34650 -4.03452 0.0 0.1 -0.1 0.2778
H -1.05165 3.08160 -3.35770 -0.5 0.4 -0.3 0.2947
H -2.18950 2.98850 -0.98596 0.1 -0.3 0.1 0.1154
H -3.70215 2.52408 -1.73091 0.1 -0.2 0.0 0.2336
H -4.30861 4.17691 -0.38526 0.0 0.0 0.1 0.3905
H -4.73477 2.82329 0.67775 0.3 0.0 0.3 0.3763
H -2.05787 -0.43144 1.43341 0.3 0.2 -0.7 -0.0200
H -1.92471 1.82088 1.73502 0.3 -0.2 -0.5 0.0886
H -1.78851 -1.63366 -3.25124 0.2 0.2 0.2 0.1035
H -2.59624 -2.84527 -2.31029 -0.4 0.4 0.1 0.7725
H -0.48894 -1.94132 -0.56568 -0.3 -0.2 0.1 0.1708
H 0.16989 -2.16527 -2.16110 0.0 0.3 0.2 -0.6627
H -0.33555 -4.23394 -0.35473 -0.3 -0.3 -0.1 0.4497
H -1.50404 -4.50048 -1.70001 0.1 -0.1 0.0 0.5396
H -3.00357 -2.66389 0.45502 -0.1 0.0 0.0 0.6068
H -5.24137 -3.47831 1.33291 0.0 0.1 0.0 0.5568
H -7.27721 -2.48668 0.28034 0.1 0.1 0.0 0.4050
H -7.11435 -0.76677 -1.46050 0.1 0.0 0.0 0.4297
C -2.71922 -3.16792 4.46792 -0.3 0.1 -0.1 -0.6117
S -1.84386 -4.53207 3.70047 0.3 -0.1 0.2 0.4570
O -1.88960 -4.30808 2.22129 -0.3 0.2 -0.2 -0.5417
C -3.07687 -5.78252 4.08185 -0.2 0.0 -0.1 -0.9522
H -2.13689 -2.26509 4.30989 0.1 -0.1 0.0 -0.1507
H -3.70462 -3.05798 4.01057 0.0 -0.1 0.0 0.3858
H -2.81430 -3.35463 5.53628 0.1 0.0 0.0 0.4160
H -4.03919 -5.49996 3.65306 0.0 0.0 0.0 0.2424
H -3.16076 -5.88719 5.16322 0.0 0.0 0.0 0.3851
H -2.74770 -6.72540 3.64999 0.1 0.0 0.0 0.3322
C -5.80679 1.56825 -5.74622 -0.1 0.0 0.0 -1.1731
S -4.15799 0.94765 -5.39152 -0.1 0.1 -0.1 0.7962
O -3.28852 2.12048 -5.08960 -1.0 -0.5 -0.9 -0.6556
C -3.78675 0.42091 -7.07094 0.0 0.0 -0.1 -1.1466
H -6.21545 1.98582 -4.82810 0.1 0.0 0.0 0.3316
H -5.74831 2.34524 -6.50801 0.1 0.0 0.0 0.3683
H -6.44069 0.74916 -6.08658 0.0 0.0 0.0 0.3981
H -3.85981 1.27324 -7.74615 0.0 0.0 0.1 0.3493
H -4.48442 -0.36146 -7.37038 0.0 0.0 0.0 0.4022
H -2.77199 0.02735 -7.08898 0.0 0.0 0.1 0.3017
C 6.33058 -4.34617 -2.45480 -0.2 -0.1 0.0 -0.8984
S 7.99451 -3.68433 -2.48454 0.1 -0.1 0.1 0.3499
O 7.83412 -2.20243 -2.46910 0.0 0.1 -0.1 -0.4650
C 8.38624 -4.17139 -4.16802 0.0 0.1 -0.1 -0.9736
H 5.90688 -4.09150 -1.48444 0.0 0.0 0.0 0.2852
H 5.73629 -3.88695 -3.24606 0.1 0.0 0.0 0.2796
H 6.34083 -5.42953 -2.57274 0.1 0.0 0.0 0.4318
H 7.65908 -3.73909 -4.85603 0.0 0.0 0.0 0.3031
H 8.37800 -5.25877 -4.24110 0.0 0.0 0.0 0.3931
H 9.38094 -3.79943 -4.40541 0.0 0.0 0.1 0.3269
C 1.59532 -1.23097 7.22439 0.2 0.1 -0.2 -1.0906
S 0.05999 -1.37623 6.31698 0.1 0.0 0.1 0.6200
O 0.07067 -2.69868 5.62717 0.0 0.1 -0.1 -0.6409
C 0.44773 -0.12574 5.08389 0.1 0.1 -0.1 -0.7164
H 1.58945 -1.95860 8.03193 -0.1 0.0 0.0 0.2913
H 2.43624 -1.43215 6.55958 -0.1 -0.1 -0.1 0.4380
H 1.67621 -0.23091 7.64582 -0.1 0.0 0.1 0.4199
H 1.36301 -0.40017 4.55871 0.0 -0.1 0.0 0.3332
H 0.56589 0.84100 5.57309 0.0 0.0 0.0 0.4003
H -0.38029 -0.07677 4.37771 0.0 0.0 0.1 -0.0153
C 7.59067 0.59032 -3.96978 0.0 0.0 -0.2 -0.7415
S 7.91715 1.86659 -2.75304 0.1 -0.1 0.1 0.5615
O 6.77735 2.82485 -2.80708 -0.1 0.0 0.0 -0.6519
C 9.29409 2.62248 -3.62557 0.1 0.1 -0.1 -0.9715
H 6.73022 0.01853 -3.63129 0.1 0.0 0.0 0.0747
H 7.37162 1.04698 -4.93621 0.0 0.1 0.1 0.4366
H 8.45098 -0.07238 -4.04822 0.0 0.0 0.1 0.3109
H 8.96931 2.94915 -4.61363 -0.1 0.0 0.0 0.2952
H 10.10710 1.90168 -3.71199 0.0 0.0 0.0 0.3579
H 9.63018 3.48162 -3.04866 0.0 0.0 0.0 0.3420
C -0.03214 0.05048 12.22009 -0.1 0.1 0.1 -0.9769
S 0.54918 -0.89754 10.81050 0.0 -0.1 0.1 0.5021
O 1.42542 -0.00206 10.00611 -0.1 0.1 0.1 -0.5975
C -1.03910 -0.98960 9.97246 -0.1 0.1 -0.1 -0.6893
H 0.82074 0.25537 12.86366 0.0 0.0 0.0 0.3377
H -0.46735 0.98957 11.87818 0.0 0.0 -0.1 0.3097
H -0.77101 -0.53276 12.76958 0.0 0.0 0.0 0.3696
H -1.41367 0.01536 9.77491 0.1 0.0 0.0 0.2964
H -1.74656 -1.53916 10.59358 0.0 0.0 0.0 0.4031
H -0.90304 -1.51695 9.02915 0.0 0.0 0.1 0.0482
C -2.86110 7.56056 0.35773 0.1 0.0 0.0 -0.8272
S -4.40369 7.97836 -0.46415 -0.1 0.1 0.1 0.4726
O -4.89073 6.74343 -1.13976 0.2 -0.1 0.0 -0.5816
C -3.67124 9.02573 -1.72613 0.1 0.0 -0.1 -0.9130
H -3.08599 6.86966 1.16825 -0.1 0.0 0.0 0.2316
H -2.18275 7.08493 -0.35151 0.0 0.0 0.0 0.2479
H -2.41012 8.46535 0.76518 0.0 0.0 0.0 0.4058
H -2.94028 8.45573 -2.30007 0.0 0.0 0.0 0.2866
H -3.19565 9.88452 -1.25255 0.0 0.0 0.0 0.3572
H -4.46645 9.36843 -2.38477 0.0 0.0 0.0 0.3224
```
Positions in Å, forces in eV/Å.

=====

C4H5NO | wB97M-V/def2-TZVPD

Energy relative to the best compared isomer or geometry (same formula, charge and spin) (kJ/mol): 568.8
HOMO level (spin up / spin down) (hartree): -0.301 / -0.334
Frontier orbital gap (spin up / spin down) (eV): 8.3 / 9.7

The geometry in XYZ format:
```
11
Properties=species:S:1:pos:R:3:forces:R:3:mulliken_charge:R:1
C -0.24361 -0.52611 0.14738 -1.3 3.7 0.3 0.6677
C 0.73300 0.60949 -0.22627 -0.2 -3.7 -0.5 -0.0964
C 2.02328 -0.10440 -0.42807 -1.9 -0.6 0.4 -0.2401
C -1.71832 -0.20168 0.35238 -0.3 2.7 0.8 -0.9478
N 0.33874 -1.58244 0.20531 1.9 -3.0 -0.1 -0.6178
O 1.83580 0.73825 0.58345 1.4 0.8 1.9 -0.3336
H 0.43110 1.40744 -0.77185 -0.8 2.7 -1.3 0.4699
H 2.88304 -0.17467 -1.05019 0.5 0.1 -0.4 0.3109
H -2.41287 -0.96029 0.03860 0.0 -0.4 -0.4 0.3340
H -1.83940 0.76783 -0.33452 -0.4 -2.0 1.7 0.2326
H -2.03077 0.02658 1.48377 1.0 -0.2 -2.5 0.2207
```
Positions in Å, forces in eV/Å.

=====

C31H36N4S6SeW | wB97M-V/def2-TZVPD

Energy relative to the best compared isomer or geometry (same formula, charge and spin) (kJ/mol): 0.0
HOMO level (spin up / spin down) (hartree): -0.261 / -0.268
⟨S²⟩: 2.010
Frontier orbital gap (spin up / spin down) (eV): 6.8 / 5.8
Multiplicity: 3

The geometry in XYZ format:
```
79
Properties=species:S:1:pos:R:3:forces:R:3:mulliken_spin:R:1
W -0.54294 -0.09983 -0.30316 -0.2 0.5 -0.5 0.7234
C 1.90826 -1.31469 1.89356 0.0 0.0 0.0 0.0403
C 2.23775 -1.53318 0.45143 0.0 -0.2 -0.1 -0.0442
C 3.40204 -2.30769 0.20178 0.0 0.1 0.0 -0.0104
C 3.79372 -2.56642 -1.06645 0.0 0.1 0.0 0.0046
C 3.08593 -1.98168 -2.14198 0.0 0.1 0.0 -0.0025
C 3.50939 -2.14518 -3.47800 0.0 0.0 0.0 0.0054
C 2.86008 -1.48188 -4.47986 0.0 0.0 0.0 -0.0025
C 1.79018 -0.62754 -4.17463 0.0 0.0 0.0 0.0069
C 1.33919 -0.46333 -2.88509 0.1 0.0 0.0 0.0192
S 0.03785 0.66227 -2.55152 0.0 0.0 0.1 -0.0172
C 1.97001 -1.18116 -1.83664 -0.1 -0.1 0.0 -0.0241
N 1.50917 -1.03869 -0.53475 0.0 -0.5 0.1 0.1043
H 2.84043 -1.21064 2.45054 0.0 0.0 0.0 0.0024
H 1.37144 -2.18342 2.27957 0.0 0.0 0.0 -0.0158
H 1.29683 -0.43678 2.06256 0.0 0.0 0.0 0.0183
H 3.94245 -2.69796 1.05314 0.0 0.0 0.0 0.0015
H 4.66043 -3.18268 -1.27551 0.0 0.0 0.0 -0.0004
H 4.35780 -2.78636 -3.68137 0.0 0.0 0.0 0.0003
H 3.17412 -1.59449 -5.50910 0.0 0.0 0.0 -0.0001
H 1.29770 -0.07972 -4.96771 0.0 0.0 0.0 0.0000
C -4.25373 -1.05579 -0.32770 0.0 0.0 0.0 -0.0112
N -3.82828 0.27708 -0.72748 0.0 0.0 0.0 0.0043
C -4.75962 1.21811 -1.10191 0.0 0.0 0.0 0.0032
C -4.08488 2.35143 -1.36221 0.0 0.0 0.0 0.0029
N -2.75654 2.07535 -1.13741 0.0 -0.1 -0.2 -0.0060
C -1.73586 3.08822 -1.35369 0.0 0.0 -0.2 0.0099
C -2.57407 0.78551 -0.74647 0.1 0.1 0.0 0.0303
Se -1.33496 -1.74253 1.36393 -0.1 -0.6 0.3 1.0926
H -5.00961 -1.40332 -1.02922 0.0 0.0 0.0 0.0013
H -4.66176 -1.02928 0.68202 0.0 0.0 0.0 0.0008
H -3.40701 -1.72291 -0.35451 0.0 0.0 0.0 0.0146
H -5.80911 0.98995 -1.14807 0.0 0.0 0.0 0.0009
H -4.42016 3.32021 -1.68583 0.0 0.0 0.0 0.0008
H -1.50454 3.17296 -2.41400 0.0 0.0 0.0 0.0013
H -0.84017 2.80874 -0.81309 0.0 0.0 0.0 -0.0089
H -2.10334 4.04172 -0.97752 0.0 0.0 0.0 0.0008
C 3.09575 1.33274 -0.05553 0.0 0.2 0.0 0.0036
C 2.65570 2.53700 0.76585 0.0 0.0 0.0 0.0014
C 2.04906 3.60179 -0.15201 0.0 0.0 0.0 0.0019
C 1.74114 2.32193 1.97013 0.1 0.0 0.1 0.0113
C 2.25121 2.76213 3.18955 0.0 0.0 0.0 0.0022
C 1.46503 2.86797 4.32147 0.0 0.0 -0.1 -0.0015
C 0.10784 2.63693 4.20514 0.0 0.0 0.0 0.0043
C -0.46606 2.18523 3.01956 0.0 0.0 0.2 -0.0004
C -1.99032 2.23682 2.95940 0.1 0.1 0.0 -0.0490
C -2.76536 0.93906 2.77730 0.0 0.0 0.0 0.1030
C -2.40920 3.26657 1.90485 0.1 -0.1 -0.1 0.0004
C 0.38851 1.90110 1.92917 0.0 0.0 0.0 0.0133
N -0.07930 1.15973 0.84221 0.1 0.1 0.0 -0.0550
H 3.84144 1.65474 -0.78593 0.0 0.0 0.0 -0.0006
H 2.26162 0.91085 -0.60848 0.2 0.4 0.1 0.0028
H 3.54806 0.55722 0.56592 0.0 0.1 0.0 0.0005
H 3.56117 2.96829 1.20012 0.0 0.0 0.0 0.0003
H 1.15377 3.21473 -0.63822 0.0 0.0 -0.1 -0.0025
H 2.75756 3.87421 -0.93637 0.0 0.0 0.0 0.0002
H 1.77986 4.50177 0.40275 0.0 0.0 0.0 0.0000
H 3.29507 3.04837 3.23606 0.0 0.0 0.0 -0.0004
H 1.89250 3.18414 5.26386 0.0 0.0 0.0 0.0000
H -0.54103 2.82211 5.05260 0.0 0.0 0.0 -0.0001
H -2.28113 2.63417 3.93489 0.0 0.0 0.0 -0.0012
H -2.58804 0.49385 1.80147 -0.1 0.1 0.1 -0.0269
H -3.83470 1.15020 2.86020 0.0 0.0 0.0 0.0014
H -2.50893 0.20215 3.53966 0.0 0.0 0.0 -0.0317
H -2.06716 2.95054 0.91876 -0.1 0.0 0.4 -0.0046
H -1.97822 4.24683 2.11425 0.0 0.0 0.0 -0.0002
H -3.49643 3.36392 1.87221 0.0 0.0 0.0 -0.0008
C 1.63052 -5.04860 -1.83479 0.0 0.0 0.0 0.0014
S 0.94121 -4.33385 -0.32022 -0.1 -0.1 0.0 -0.0023
C -0.76337 -4.56394 -0.65268 0.0 0.0 0.0 0.0093
C -1.58056 -3.66996 -1.24075 -0.2 0.0 -0.1 -0.0115
S -1.24441 -2.08093 -1.90908 0.1 -0.1 0.0 0.0792
S -3.20076 -4.26397 -1.54794 0.0 0.0 0.1 0.0021
C -3.04022 -5.85186 -0.87111 0.0 0.0 0.0 0.0036
S -4.25086 -6.95539 -0.83990 0.0 0.0 0.0 0.0024
S -1.45433 -6.11999 -0.24408 0.0 0.0 0.0 -0.0028
H 2.71379 -5.03997 -1.71696 0.0 0.0 0.0 0.0000
H 1.35360 -4.44681 -2.69904 0.0 0.0 0.0 -0.0006
H 1.29777 -6.07624 -1.96794 0.0 0.0 0.0 0.0005
```
Positions in Å, forces in eV/Å.